[1]
# C3H10N2

A 2-piece molecular cluster, C3H10N2 overall (ωB97M-V/def2-TZVPD, OMol25).

```
15
Properties=species:S:1:pos:R:3:mulliken_charge:R:1
C -0.86 -2.32 0.20 -0.11
N 0.00 -3.09 0.77 -0.49
H -1.84 -2.72 0.49 0.27
H -0.60 -1.33 -0.13 0.10
H 0.94 -2.89 0.43 0.23
C 0.70 0.81 -1.12 -1.02
N -0.33 1.52 -0.31 -0.32
C 0.28 2.47 0.62 -0.83
H 0.22 0.12 -1.79 0.36
H 1.38 0.28 -0.43 0.34
H 1.48 1.39 -1.68 0.35
H -0.92 2.04 -0.94 0.23
H -0.39 3.30 0.80 0.34
H 0.48 1.98 1.54 0.25
H 1.18 2.88 0.15 0.30
```

The HOMO energy is -9.23 eV. For the HOMO-LUMO gap, the calculation gives 10.187 eV. The value obtained for the calculated total energy is -229.735130 a.u. As for the SMILES: C=N.CNC. The calculation puts the LUMO energy at 0.96 eV.

[2]
# C3H10N2O

A single C3H10N2O molecule (ωB97M-V/def2-TZVPD, OMol25).

```
16
Properties=species:S:1:pos:R:3:mulliken_charge:R:1
C -0.39 0.26 -0.36 -0.54
N 0.67 0.14 0.69 -0.39
C 0.66 1.28 1.59 -0.30
O 1.81 1.32 2.37 -0.53
C -0.27 -0.77 -1.45 -0.53
N -1.33 -1.81 -1.24 -0.60
H -0.46 1.30 -0.71 0.41
H -1.30 0.10 0.24 0.33
H 0.61 -0.76 1.14 0.22
H 0.62 2.12 0.86 0.28
H -0.18 1.46 2.28 0.29
H 2.57 1.08 1.84 0.30
H -0.39 -0.30 -2.47 0.23
H 0.70 -1.26 -1.54 0.42
H -1.05 -2.61 -1.79 0.20
H -2.27 -1.51 -1.44 0.20
```

The HOMO energy is -8.96 eV. For the HOMO-LUMO gap, the calculation gives 10.051 eV. The value obtained for the calculated total energy is -305.017595 a.u. As for the SMILES: NCCNCO. The calculation puts the LUMO energy at 1.09 eV.

[3]
# C3H10N2O

C3H10N2O as an isolated structure (ωB97M-V/def2-TZVPD, OMol25).

```
16
Properties=species:S:1:pos:R:3:mulliken_charge:R:1
C -0.73 0.15 0.10 0.90
C -0.09 -0.10 1.32 -1.01
C -1.72 -0.86 -0.45 -1.29
N 1.79 -0.07 -0.13 -0.44
N -1.11 1.51 -0.18 -0.63
O 3.09 0.52 -0.30 -0.45
H 3.66 -0.13 -0.73 0.31
H 1.90 -1.07 0.11 0.22
H 0.54 -0.01 -0.56 0.27
H -1.26 1.65 -1.17 0.26
H -0.39 2.16 0.11 0.26
H 0.30 0.69 1.94 0.24
H -0.05 -1.10 1.72 0.33
H -1.77 -0.79 -1.54 0.33
H -2.72 -0.66 -0.06 0.35
H -1.43 -1.88 -0.19 0.35
```

The HOMO energy is -8.03 eV. For the HOMO-LUMO gap, the calculation gives 8.665 eV. The value obtained for the calculated total energy is -304.860031 a.u. The calculation puts the LUMO energy at 0.63 eV.

[4]
# C3H10N2O

A 2-piece molecular cluster, C3H10N2O overall (ωB97M-V/def2-TZVPD, OMol25).

```
16
Properties=species:S:1:pos:R:3:mulliken_charge:R:1
C -0.42 -1.43 0.98 -0.17
O -0.88 -2.60 1.71 -0.53
C 0.39 -1.88 -0.25 -0.89
H -1.28 -0.85 0.69 0.29
H 0.21 -0.80 1.64 0.24
H -1.46 -2.30 2.43 0.29
H -0.23 -2.61 -0.86 0.27
H 0.62 -1.04 -0.89 0.22
H 1.33 -2.37 0.04 0.29
N 0.73 2.98 -0.14 -0.50
C 0.25 1.99 -1.01 0.10
N -1.00 1.99 -1.38 -0.69
H 1.69 2.85 0.17 0.22
H 0.11 3.30 0.56 0.26
H 1.04 1.47 -1.54 0.36
H -1.10 1.32 -2.16 0.25
```

The HOMO energy is -9.53 eV. For the HOMO-LUMO gap, the calculation gives 10.362 eV. The value obtained for the calculated total energy is -305.026921 a.u. As for the SMILES: [H]/N=C/N.CCO. The calculation puts the LUMO energy at 0.83 eV.

[5]
# C3H10N2O

A 2-piece molecular cluster, C3H10N2O overall (ωB97M-V/def2-TZVPD, OMol25).

```
16
Properties=species:S:1:pos:R:3:mulliken_charge:R:1
C 1.95 -0.63 -0.67 -0.21
O 0.69 0.02 -0.84 -0.50
C 2.82 0.11 0.30 -0.97
H 1.81 -1.68 -0.42 0.26
H 2.38 -0.72 -1.67 0.26
H 3.76 -0.38 0.53 0.33
H 3.04 1.12 -0.02 0.26
H 2.25 0.34 1.21 0.30
N -3.40 0.43 -0.27 -0.40
C -2.34 0.58 0.58 0.22
N -1.41 -0.25 0.83 -0.75
H -3.89 1.25 -0.58 0.20
H -3.73 -0.40 -0.72 0.19
H -2.40 1.55 1.09 0.29
H 0.19 -0.14 -0.02 0.36
H -1.73 -1.21 0.67 0.17
```

The HOMO energy is -9.37 eV. For the HOMO-LUMO gap, the calculation gives 10.281 eV. The value obtained for the calculated total energy is -305.020591 a.u. As for the SMILES: [H]/N=C\N.CCO. The calculation puts the LUMO energy at 0.91 eV.

[6]
# C3H10N2O

A single C3H10N2O molecule (ωB97M-V/def2-TZVPD, OMol25).

```
16
Properties=species:S:1:pos:R:3:mulliken_charge:R:1
C 0.32 1.77 0.61 -0.94
N 1.95 -1.16 -1.01 -0.43
O 0.90 -0.27 -0.82 -0.21
H 1.91 -1.76 -0.19 0.28
H 1.72 -1.68 -1.85 0.24
H -0.28 2.14 -0.22 0.30
H 1.38 1.77 0.37 0.27
H 0.16 2.40 1.49 0.38
C -1.45 -0.79 -0.64 -0.75
C -0.24 0.26 1.16 -0.55
N -0.25 -0.78 0.19 -0.12
H -1.31 -1.48 -1.48 0.26
H -1.70 0.20 -1.05 0.31
H -2.31 -1.15 -0.07 0.33
H -1.24 0.51 1.55 0.33
H 0.43 0.01 1.98 0.31
```

The HOMO energy is -9.11 eV. For the HOMO-LUMO gap, the calculation gives 10.151 eV. The value obtained for the calculated total energy is -304.897780 a.u. As for the SMILES: CCN(C)ON. The calculation puts the LUMO energy at 1.04 eV.

[7]
# C3H10N2O

A 2-piece molecular cluster, C3H10N2O overall (ωB97M-V/def2-TZVPD, OMol25).

```
16
Properties=species:S:1:pos:R:3:mulliken_charge:R:1
C 1.25 1.60 -1.55 -1.04
C 0.65 1.42 -0.18 0.36
N -1.12 -0.82 -0.55 -0.63
O -0.34 2.05 0.20 -0.54
H -0.79 -0.91 -1.51 0.23
H -1.52 0.07 -0.24 0.31
H 0.49 1.99 -2.23 0.29
H 2.08 2.30 -1.48 0.35
H 1.61 0.64 -1.91 0.28
C -0.73 -1.34 1.78 -0.87
N -0.20 -1.52 0.43 -0.23
H -0.15 -2.52 0.24 0.27
H 1.32 0.94 0.56 0.29
H -0.03 -1.78 2.50 0.29
H -1.69 -1.84 1.90 0.35
H -0.83 -0.28 2.03 0.30
```

The HOMO energy is -7.84 eV. For the HOMO-LUMO gap, the calculation gives 8.932 eV. The value obtained for the calculated total energy is -304.968892 a.u. As for the SMILES: CC=O.CNN. The calculation puts the LUMO energy at 1.09 eV.

[8]
# C3H10N2O

C3H10N2O as an isolated structure (ωB97M-V/def2-TZVPD, OMol25).

```
16
Properties=species:S:1:pos:R:3:mulliken_charge:R:1
C -1.90 0.48 0.15 -0.36
C 1.00 0.05 0.24 -0.13
C 1.99 1.02 -0.33 -1.14
N -0.27 -1.89 -0.17 -1.00
N 0.69 -1.05 -0.49 0.36
O -2.58 -0.47 0.91 -0.55
H -2.33 -1.35 0.58 0.34
H -0.32 -1.92 0.86 0.28
H 0.76 -0.94 -1.50 0.31
H -2.07 0.38 -0.92 0.24
H -2.25 1.46 0.47 0.33
H 1.13 -0.15 1.30 0.30
H -0.57 0.54 0.30 0.07
H 1.88 1.11 -1.41 0.34
H 1.83 2.01 0.11 0.32
H 3.02 0.73 -0.11 0.30
```

The HOMO energy (spin up / spin down) is -7.40 / -7.65 eV. For the HOMO-LUMO gap (spin up / spin down), the calculation gives 7.919 / 8.059 eV. The value obtained for the calculated total energy is -304.899185 a.u. The calculation puts the LUMO energy (spin up / spin down) at 0.52 / 0.41 eV.